# 1
The following is a DFT calculation (ωB97M-V/def2-TZVPD) of the molecule C6H10N2O.

orbital gap	9.5385	eV
SMILES	[H]/N=C(\C)C(=O)N(C)C=C
E_HOMO	-8.7	eV
net charge	0
spin multiplicity	1

The geometry in XYZ format:
```
19
Properties=species:S:1:pos:R:3:forces:R:3:lowdin_charge:R:1
H 2.943 0.965 -1.045 -0.1303 -0.2834 -0.1839 0.071
N 2.008 0.986 -0.639 0.0050 0.3732 0.0528 0.143
C 1.267 0.018 -0.968 0.3815 0.0149 -0.3835 -0.321
C 1.639 -1.113 -1.876 0.0356 -0.1933 -0.0421 -0.025
C -0.194 -0.016 -0.553 -0.3191 0.0331 -0.0982 -0.385
O -0.998 -0.360 -1.406 0.2210 0.0152 0.1596 0.063
N -0.549 0.327 0.712 -0.1002 0.1238 -0.0317 -0.074
C 0.405 0.762 1.716 0.7792 -0.3990 0.2110 -0.048
C -1.877 0.261 1.163 -0.2357 -0.0370 -0.1549 -0.151
C -2.954 -0.174 0.524 -0.2495 -0.1160 -0.1139 0.039
H 2.511 -0.864 -2.479 0.0128 0.0121 0.0406 0.081
H 1.874 -1.990 -1.264 -0.0268 -0.0171 -0.0750 0.093
H 0.793 -1.363 -2.514 0.1216 -0.0137 0.0085 0.079
H -0.036 1.537 2.324 -0.1892 0.1553 0.1781 0.084
H 0.697 -0.087 2.356 -0.1027 0.3010 -0.0681 0.101
H 1.286 1.171 1.228 -0.2147 -0.0642 0.2698 0.053
H -1.970 0.636 2.170 -0.0165 0.0384 0.1102 0.103
H -3.908 -0.131 1.027 -0.0078 0.0195 0.1822 0.052
H -2.936 -0.567 -0.475 0.0358 0.0371 -0.0613 0.044
```
Forces are in eV/Å.


# 2
The following is a DFT calculation (ωB97M-V/def2-TZVPD) of a cluster of 2 separate species, C6H10N2O2 in total at a distorted geometry.

orbital gap	8.6890	eV
SMILES	NC1=C/C(=N\O)[C@H]2C[C@@H]12.O
E_HOMO	-8.1	eV
net charge	0
spin multiplicity	1

The geometry in XYZ format:
```
20
Properties=species:S:1:pos:R:3:forces:R:3:lowdin_charge:R:1
N 1.165 1.769 0.084 0.2267 0.9323 0.7825 0.107
C 0.592 0.580 -0.273 0.4091 -1.3513 -0.6205 -0.303
C 1.082 -0.680 -0.083 -0.1860 0.8829 0.3193 0.034
C 0.181 -1.635 -0.711 -0.1543 -0.8312 0.1269 -0.288
N 0.282 -2.906 -0.850 -0.2853 0.6438 -0.3712 0.028
O 1.457 -3.394 -0.275 0.3505 0.1529 0.2607 -0.078
C -1.000 -0.893 -1.257 -0.1054 -0.1041 -0.1904 -0.164
C -1.830 -0.131 -0.253 -0.1613 -0.0005 0.1341 -0.042
C -0.714 0.563 -0.997 0.0653 0.1608 -0.1953 -0.179
H 1.301 2.460 -0.643 -0.2310 -0.1296 0.1967 0.105
H 1.923 1.739 0.755 0.0522 -0.1673 -0.4464 0.101
H 1.981 -0.935 0.472 -0.2334 0.0210 -0.2284 0.110
H 1.538 -4.285 -0.627 -0.1906 0.0090 0.0054 0.083
H -1.463 -1.229 -2.184 0.1519 0.0559 0.3219 0.146
H -2.849 0.117 -0.550 0.2842 -0.0782 0.0947 0.106
H -1.689 -0.342 0.808 -0.0239 0.0893 -0.3425 0.119
H -0.948 1.347 -1.718 0.0572 -0.2215 0.2198 0.144
O -0.596 2.846 2.958 0.4477 0.3192 -0.5842 -0.076
H -0.053 3.070 2.174 -0.4929 -0.3400 0.5695 0.023
H -0.362 1.938 3.169 0.0193 -0.0434 -0.0526 0.023
```
Forces are in eV/Å.


# 3
The following is a DFT calculation (ωB97M-V/def2-TZVPD) of the molecule C6H10N2O2 at a distorted geometry.

orbital gap	9.3811	eV
SMILES	O=C1[C@H]2C[C@H](CCN2)N1O
E_HOMO	-8.6	eV
net charge	0
spin multiplicity	1

The geometry in XYZ format:
```
20
Properties=species:S:1:pos:R:3:forces:R:3:lowdin_charge:R:1
O 2.452 0.478 -1.338 -1.1730 -0.3272 0.0267 0.059
C 1.311 0.195 -0.983 2.1286 0.1779 0.2957 -0.367
C 0.103 1.188 -0.853 -2.2075 -1.8001 0.9938 -0.198
C -1.067 0.176 -1.029 1.5960 -1.1670 -1.9916 -0.089
C -0.474 -1.012 -0.195 -1.9170 -0.5945 0.5022 -0.246
C -0.639 -0.614 1.315 1.0236 0.0726 -0.1186 -0.122
C 0.014 0.782 1.626 -0.9008 -0.2940 -1.0231 -0.171
N -0.198 1.722 0.480 1.5918 0.7199 1.5861 -0.047
N 0.918 -1.067 -0.581 0.3041 1.5465 -0.9481 -0.056
O 1.654 -2.280 -0.745 -0.9517 0.7239 0.4755 0.048
H 0.090 1.990 -1.572 0.5232 0.0957 -0.2777 0.139
H -1.203 -0.048 -2.117 0.1642 -0.4076 0.7680 0.126
H -2.019 0.492 -0.663 -0.4352 0.4146 0.4088 0.101
H -1.005 -1.960 -0.413 0.4846 0.4096 0.1693 0.154
H -1.685 -0.523 1.595 -0.2232 -0.3302 -0.2305 0.101
H -0.166 -1.388 1.937 -0.2213 0.1428 -0.0471 0.111
H 1.093 0.684 1.815 -0.3408 0.1037 -0.0572 0.113
H -0.498 1.175 2.535 0.6266 -0.0084 -0.6788 0.118
H -1.129 2.138 0.484 0.4380 -0.3218 -0.0155 0.108
H 2.445 -2.127 -1.297 -0.5102 0.8436 0.1620 0.116
```
Forces are in eV/Å.


# 4
The following is a DFT calculation (ωB97M-V/def2-TZVPD) of the molecule C6H10N2O2 at a distorted geometry.

orbital gap	10.3888	eV
SMILES	[H]/N=C(/O)[C@]1(C)CC/C1=N\O
E_HOMO	-9.6	eV
net charge	0
spin multiplicity	1

The geometry in XYZ format:
```
20
Properties=species:S:1:pos:R:3:forces:R:3:lowdin_charge:R:1
H 0.747 2.674 0.734 0.0063 -0.1154 0.0678 0.042
N 1.601 2.166 0.515 -0.4608 -0.3033 -0.5622 0.168
C 1.356 1.074 -0.093 -0.3896 0.8501 1.6384 -0.460
O 2.392 0.296 -0.419 1.3060 -1.1278 0.9509 0.054
C 0.020 0.403 -0.352 -0.0949 0.3066 -0.5849 -0.365
C -0.273 0.462 -1.855 -0.1587 -0.0678 -0.1575 -0.015
C -1.152 0.847 0.580 -0.1548 0.3035 -0.0155 -0.091
C -1.179 -0.554 1.248 -0.1493 -0.1482 0.2609 -0.072
C -0.129 -0.985 0.262 0.2115 -0.4378 -0.0864 -0.259
N 0.380 -2.087 -0.095 0.2085 0.6447 -0.2608 0.065
O -0.086 -3.143 0.668 -0.3645 -0.1507 0.4223 -0.044
H 2.949 0.252 0.407 -0.3612 0.2751 -1.5096 0.150
H -1.222 -0.047 -2.068 0.2230 0.1055 0.0024 0.091
H -0.353 1.508 -2.183 0.0267 -0.2399 0.0671 0.093
H 0.523 -0.033 -2.427 -0.1915 0.1201 0.1746 0.092
H -0.933 1.674 1.265 -0.0555 -0.2172 -0.1944 0.101
H -2.062 1.086 0.017 0.1981 -0.0532 0.1317 0.116
H -0.828 -0.567 2.290 -0.1178 -0.0028 -0.2661 0.124
H -2.122 -1.113 1.187 0.2520 0.1468 0.0380 0.119
H 0.370 -3.915 0.318 0.0665 0.1118 -0.1167 0.091
```
Forces are in eV/Å.


# 5
The following is a DFT calculation (ωB97M-V/def2-TZVPD) of the molecule C6H10N2O2 at a distorted geometry.

orbital gap (spin up / spin down)	7.5019 / 7.0283	eV
E_HOMO (spin up / spin down)	-7.8 / -7.5	eV
net charge	0
spin multiplicity	1

The geometry in XYZ format:
```
20
Properties=species:S:1:pos:R:3:forces:R:3:lowdin_charge:R:1
C 1.120 -0.849 0.339 0.9775 -1.6198 1.3933 -0.085
C 1.380 -0.046 -0.764 0.0677 -1.0251 0.3253 -0.257
C -2.783 -0.306 0.419 -1.5403 -2.6527 -0.8220 -0.535
C 0.660 -0.346 1.679 1.0456 4.3334 -3.8178 -0.178
C -1.661 0.080 1.200 -0.0408 1.5538 -0.8469 -0.024
C 1.864 1.842 -1.941 -2.6841 0.8417 -1.2105 -0.163
N -0.624 -0.787 1.329 -2.2869 0.7587 1.5182 -0.011
N 1.324 1.253 -0.744 0.2839 -1.0034 -0.0890 -0.024
O -2.714 -1.675 0.177 2.2863 -0.2576 1.4756 0.048
O -3.755 0.276 0.019 0.0403 1.3634 0.1317 0.088
H 1.324 -1.982 0.350 -0.3610 1.9556 -0.4878 0.138
H 1.697 -0.739 -1.562 0.1459 1.0941 -0.6622 0.119
H 1.194 -0.798 2.406 0.9663 -1.3970 2.9720 0.075
H 0.761 0.859 1.688 -0.4887 -3.0042 0.1926 0.177
H -1.566 1.195 1.215 0.5983 -1.2907 0.4749 0.146
H 2.230 2.852 -1.686 -0.5704 -0.2405 -0.6517 0.072
H 2.666 1.285 -2.338 1.1824 -0.7783 -0.4830 0.037
H 1.004 1.767 -2.787 1.9307 0.9020 1.7280 0.130
H -0.830 -1.772 1.421 -0.1834 0.1073 -0.2373 0.155
H -3.293 -2.109 -0.419 -1.3694 0.3593 -0.9036 0.091
```
Forces are in eV/Å.


# 6
The following is a DFT calculation (ωB97M-V/def2-TZVPD) of a cluster of 3 separate species, C6H10N2O2 in total at a distorted geometry.

orbital gap (spin up / spin down)	8.3077 / 8.5033	eV
E_HOMO (spin up / spin down)	-7.6 / -7.8	eV
net charge	0
spin multiplicity	1

The geometry in XYZ format:
```
20
Properties=species:S:1:pos:R:3:forces:R:3:lowdin_charge:R:1
C 0.389 -1.095 -0.373 -3.0481 0.9546 1.5822 -0.062
C -3.028 0.708 2.177 1.1527 0.2293 0.3055 -0.456
C 1.200 -0.680 0.812 0.3859 0.7502 -0.0433 -0.052
C 2.222 0.209 -1.547 -0.8444 0.0108 0.7091 -0.036
C 0.271 1.432 -0.457 1.5034 1.0463 -2.9166 -0.053
C 1.072 0.159 -0.559 -0.5051 -0.4942 1.0100 -0.541
N -2.193 -1.873 -0.189 2.1336 -0.8851 -1.2787 -0.003
N -1.687 -0.888 0.240 3.1274 0.3451 -0.3161 0.055
O -2.126 1.437 2.144 -0.3825 0.1606 -0.0873 0.178
O -3.892 -0.047 2.293 -0.7289 -0.3347 -0.1845 0.189
H 0.683 -0.344 1.760 -0.0679 -0.0237 -1.5654 0.109
H 2.178 -1.030 1.196 -0.4378 -0.4356 -1.1087 0.095
H 0.178 -1.842 -1.097 0.2863 -1.0846 0.0031 0.091
H 2.779 0.964 -1.035 0.9566 1.2070 -0.9292 0.072
H 1.894 0.347 -2.604 0.3715 0.3633 0.9451 0.106
H 2.849 -0.643 -1.466 0.4033 -1.1551 -0.1541 0.064
H -0.376 1.295 0.340 -1.1953 0.5572 1.5768 0.007
H 1.012 2.293 -0.411 -1.1554 -0.7921 0.4861 0.103
H -0.339 1.623 -1.404 0.6849 -0.3831 1.0819 0.107
H -3.085 -2.026 0.180 -2.6400 -0.0362 0.8842 0.025
```
Forces are in eV/Å.


# 7
The following is a DFT calculation (ωB97M-V/def2-TZVPD) of a cluster of 3 separate species, C6H10N2O6P in total at a distorted geometry.

orbital gap	8.6086	eV
E_HOMO	-5.5	eV
net charge	-1
spin multiplicity	1

The geometry in XYZ format:
```
25
Properties=species:S:1:pos:R:3:forces:R:3:lowdin_charge:R:1
C -0.318 0.091 -0.616 -0.1467 1.4519 0.5709 -0.433
C 1.746 -1.301 -2.623 -0.1129 1.0334 -1.1282 -0.490
C -0.414 0.982 0.638 -0.2779 -0.4209 1.1748 -0.270
C -0.170 2.186 -1.239 -1.4053 -0.3821 -0.5885 -0.446
C 0.840 0.672 1.515 -2.5428 -0.4846 1.5905 -0.035
C -0.182 3.522 -1.915 1.3887 0.4052 3.7873 0.018
N -0.187 1.023 -1.739 0.4933 -1.0240 -0.4037 0.202
N -1.154 -3.633 3.159 0.9133 2.9141 -0.2911 -0.061
O -1.102 -2.393 -1.625 -0.2566 -0.7009 -0.7896 -0.302
O 0.787 -0.868 -0.403 -0.7129 -0.9664 -1.1097 -0.205
O 0.771 -1.503 -3.197 -0.4375 -0.6655 -0.3500 0.179
O -1.156 -2.007 0.950 0.6775 1.1117 -2.3248 -0.371
O -0.392 2.277 0.061 0.4153 1.7751 1.6188 -0.003
O 2.790 -0.967 -2.257 1.2434 -0.2144 0.7716 0.168
P -0.731 -1.587 -0.472 -0.5540 -1.0290 3.0772 0.428
H -1.408 0.942 1.246 1.8294 -0.3130 -1.0955 0.177
H 1.756 0.738 0.962 0.2736 -0.7960 -0.4462 0.073
H 0.500 -0.336 2.014 1.4877 1.6520 -1.0856 0.119
H 0.979 1.403 2.309 -0.5180 0.2446 0.2638 0.059
H -0.457 3.473 -2.888 -0.4955 -0.2785 -3.0007 0.034
H 0.860 3.921 -1.758 -1.1014 0.0761 -0.4119 0.106
H -0.924 4.145 -1.355 0.8045 -0.3263 -0.4387 0.100
H -0.552 -2.952 3.747 -1.3300 -1.4530 -1.4588 0.015
H -1.079 -3.284 2.112 -0.0029 -0.9783 2.4644 -0.004
H -0.806 -4.542 3.375 0.3677 -0.6315 -0.3965 -0.059
```
Forces are in eV/Å.


# 8
The following is a DFT calculation (ωB97M-V/def2-TZVPD) of a cluster of 2 separate species, C6H10N2OS2 in total at a distorted geometry.

orbital gap	8.4384	eV
E_HOMO	-8.0	eV
net charge	0
spin multiplicity	1

The geometry in XYZ format:
```
21
Properties=species:S:1:pos:R:3:forces:R:3:lowdin_charge:R:1
C 0.076 0.465 -1.997 -0.3851 -2.8894 -1.7967 -0.449
C -1.006 -0.645 -2.551 1.0397 1.8960 1.5711 -0.507
C 0.238 0.405 1.817 -1.1684 0.0981 1.0875 -0.410
C 1.420 -1.805 -1.906 -0.6857 -0.9899 -0.5341 -1.124
C -0.401 1.610 1.335 -1.3344 2.1473 -0.7798 -0.089
C -0.323 -0.189 3.089 3.7170 0.2392 1.6468 -0.039
N 1.059 -0.122 1.012 -0.0180 -1.7897 0.8369 -0.051
N 1.723 -0.802 0.395 1.0301 0.1285 0.0016 0.216
O 2.234 -2.612 -1.588 0.0488 -0.1956 -0.2432 -0.049
S 1.770 -0.176 -2.387 -0.7045 1.7990 -0.2034 0.922
S -0.324 -2.263 -2.147 -0.3319 0.0827 0.1342 0.893
H -0.281 1.298 -2.534 0.5901 1.4988 -0.6688 0.055
H 0.015 0.644 -0.948 -0.2215 -0.1647 0.4518 -0.008
H -1.890 -0.331 -1.966 0.1274 -0.9143 -0.1073 0.071
H -1.269 -0.445 -3.602 0.5843 -0.4203 0.2592 0.073
H -1.077 1.444 0.465 0.3948 0.1709 0.3582 0.077
H 0.347 2.364 1.084 -0.1479 0.2047 -0.3341 0.090
H -1.056 2.074 2.085 0.3250 -0.2160 -0.0301 0.082
H -0.619 0.706 3.697 0.3759 -1.0453 -0.1780 0.081
H 0.524 -0.811 3.655 -1.9049 1.3726 -1.0123 0.123
H -1.159 -0.808 2.991 -1.3307 -1.0127 -0.4592 0.042
```
Forces are in eV/Å.


Table of relative energy (zero: lowest compared OMol25 entry of this formula, charge and spin) (kcal/mol), in record order: 27.1 71.9 65.8 70.8 113.9 116.2 0.0 44.3
Table of E_tot (eV), in record order: -11410.9120 -13456.8214 -13457.0881 -13456.8728 -13455.0021 -13454.9007 -30941.1241 -33079.3464